84
Properties=species:S:1:pos:R:3:mulliken_charge:R:1 method="wB97M-V/def2-TZVPD" de_lowest_kj_mol=130.6 homo_energy_ha="-0.422 / -0.422" charge=+1 gap_ev="6.22 / 4.99" energy_ev=-49078.6233 spin_multiplicity=3
Pt 4.576 0.571 -0.513 0.916
C 0.136 1.000 1.100 -0.306
C 1.449 0.288 1.067 0.521
C 1.163 -1.209 0.777 -0.912
O 2.358 0.943 0.179 -0.387
H -0.363 0.791 0.154 -0.428
H 0.171 2.063 1.337 0.155
H -0.490 0.560 1.877 0.389
H 1.867 0.236 2.072 0.575
H 0.338 -1.568 1.392 0.252
H 2.074 -1.803 0.692 0.371
H 0.743 -1.271 -0.227 -0.128
C -2.123 1.153 -2.756 0.762
O -1.889 0.800 -3.930 -0.743
N -2.914 2.224 -2.454 0.109
C -2.919 2.814 -1.145 -0.496
C -3.512 2.996 -3.541 -0.999
H -1.658 0.793 -1.826 -0.359
H -2.351 2.129 -0.516 -0.135
H -3.952 2.857 -0.797 0.338
H -2.363 3.750 -1.195 0.347
H -3.537 2.551 -4.536 0.289
H -4.505 3.239 -3.163 0.354
H -2.929 3.896 -3.734 0.338
C -4.284 0.383 2.104 0.023
O -4.892 1.032 1.219 -0.608
N -3.452 -0.649 1.879 0.204
C -3.180 -1.113 0.538 -0.664
C -3.028 -1.484 2.929 -0.782
H -4.377 0.384 3.201 0.380
H -3.985 -1.788 0.245 0.492
H -2.230 -1.646 0.525 0.170
H -3.075 -0.331 -0.214 0.047
H -3.709 -2.325 3.061 0.300
H -2.058 -1.783 2.531 0.146
H -2.797 -0.909 3.826 0.405
C 3.356 -0.998 -3.174 -0.003
O 3.783 -0.835 -2.041 -0.596
N 2.397 -0.293 -3.777 0.221
C 2.230 -0.423 -5.219 -0.656
C 1.755 0.799 -3.069 -0.243
H 3.656 -1.812 -3.852 0.342
H 2.775 -1.244 -5.685 0.324
H 2.384 0.540 -5.707 0.325
H 1.162 -0.619 -5.308 0.115
H 1.685 0.524 -2.017 -0.346
H 2.312 1.725 -3.216 0.318
H 0.765 0.877 -3.517 0.251
C 1.476 5.015 1.128 0.360
O 1.472 5.980 0.335 -0.642
N 1.028 5.071 2.385 0.071
C 1.046 3.825 3.161 -0.603
C 0.453 6.220 3.109 -0.925
H 1.823 3.999 0.882 0.185
H 1.308 2.955 2.558 -0.136
H 0.036 3.719 3.556 0.337
H 1.724 3.920 4.009 0.371
H 1.065 6.466 3.977 0.321
H 0.440 7.120 2.495 0.348
H -0.567 6.021 3.439 0.318
C 0.831 -4.448 5.403 0.193
O 0.098 -4.875 4.507 -0.588
N 2.040 -3.872 5.047 0.116
C 3.031 -3.278 5.918 -0.850
C 2.504 -3.687 3.641 -0.852
H 0.628 -4.411 6.485 0.298
H 2.663 -3.429 6.933 0.276
H 3.276 -2.242 5.681 0.267
H 3.958 -3.845 5.832 0.313
H 2.543 -2.642 3.334 0.191
H 3.531 -4.008 3.465 0.363
H 1.843 -4.254 2.986 0.296
C 0.658 -3.888 -4.162 0.190
O 1.093 -4.083 -5.271 -0.578
N -0.269 -2.974 -3.846 0.179
C -0.780 -2.649 -2.494 -0.726
C -0.836 -2.027 -4.878 -0.830
H 0.963 -4.426 -3.250 0.327
H -0.555 -1.611 -2.250 -0.047
H -0.202 -3.202 -1.753 0.386
H -1.838 -2.888 -2.385 0.336
H -0.541 -2.343 -5.880 0.378
H -1.924 -2.068 -4.928 0.339
H -0.580 -0.976 -4.743 0.029


9
Properties=species:S:1:pos:R:3:mulliken_charge:R:1 method="wB97M-V/def2-TZVPD" de_lowest_kj_mol=286.1 homo_energy_ha=-0.312 gap_ev=7.61 energy_ev=-13003.4277
C 1.220 -0.393 -0.406 -0.532
S 2.535 0.192 0.404 -0.185
H 0.899 -1.420 -0.372 0.300
H 1.359 -0.127 -1.459 0.300
C -1.286 0.317 0.417 -0.839
H -1.912 0.458 -0.545 0.265
H -0.022 0.385 0.071 0.121
H -1.384 1.209 0.920 0.318
H -1.409 -0.622 0.971 0.252


14
Properties=species:S:1:pos:R:3:mulliken_charge:R:1 method="wB97M-V/def2-TZVPD" de_lowest_kj_mol=79.0 homo_energy_ha="-0.126 / -0.376" gap_ev="4.00 / 10.69" energy_ev=-14557.8274 spin_multiplicity=2
S 0.795 2.643 1.005 -0.311
H 0.415 2.627 -0.291 0.143
H -0.475 2.602 1.453 0.171
C -0.684 0.027 -1.024 -1.378
N -0.209 -1.244 -0.406 -1.854
C 0.663 -1.012 0.785 -1.606
H -1.487 -0.204 -1.791 0.671
H -1.158 0.562 -0.185 0.219
H 0.137 0.577 -1.428 0.401
H 0.351 -1.777 -1.080 1.000
H -0.995 -1.847 -0.145 1.020
H 1.523 -0.510 0.395 0.402
H 0.939 -2.010 1.169 0.777
H 0.185 -0.434 1.541 0.345


9
Properties=species:S:1:pos:R:3:mulliken_charge:R:1 method="wB97M-V/def2-TZVPD" de_lowest_kj_mol=434.4 homo_energy_ha=-0.356 gap_ev=7.70 energy_ev=-30701.0140
C 0.698 0.027 0.950 -1.049
C -0.478 -0.294 0.130 0.538
Cl -1.584 -1.515 0.641 -0.131
N -0.655 0.071 -1.120 0.357
O -1.451 -0.278 -1.912 -0.475
Cl 0.540 1.526 -2.134 -0.199
H 0.596 -0.167 2.056 0.334
H 0.796 1.042 1.008 0.357
H 1.538 -0.411 0.382 0.268


71
Properties=species:S:1:pos:R:3:mulliken_charge:R:1 method="wB97M-V/def2-TZVPD" de_lowest_kj_mol=270.2 homo_energy_ha="-0.129 / -0.141" charge=-1 gap_ev="5.35 / 5.66" energy_ev=-129513.6104 spin_multiplicity=6
Mn -0.638 0.816 -0.499 1.676
N -3.570 2.119 0.646 0.623
O -2.579 1.353 0.677 -0.238
O -4.206 2.415 1.644 -0.738
O -3.753 2.683 -0.406 -0.556
N -0.524 4.134 -0.010 0.770
O -0.124 2.988 0.195 -0.405
O -1.231 4.261 -0.933 -0.575
O -0.334 5.031 0.804 -0.790
O -1.639 1.523 -2.103 -0.889
H -1.531 1.221 -3.025 0.030
O -0.153 0.349 1.495 0.111
S -0.052 0.262 2.966 0.817
O 0.432 -0.936 3.620 -0.707
O 0.858 1.610 3.414 -0.085
C 1.437 1.561 4.683 -0.174
C 1.741 3.005 5.116 -1.302
C -1.691 0.649 3.731 -1.004
H 2.394 1.045 4.608 0.201
H 0.830 1.069 5.443 0.371
H 0.870 3.660 5.114 0.346
H 2.508 3.552 4.567 0.313
H 1.993 3.002 6.177 0.385
H -1.890 1.657 3.368 0.303
H -1.654 0.526 4.813 0.432
H -2.380 -0.120 3.381 0.324
O 1.081 1.399 -1.615 -0.178
S 1.815 2.144 -2.649 0.728
O 1.241 2.337 -3.959 -0.678
O 2.298 3.591 -1.999 -0.116
C 2.931 4.496 -2.815 -0.154
C 3.207 5.730 -1.982 -1.359
C 3.525 1.357 -2.918 -1.114
H 2.323 4.738 -3.686 0.330
H 3.901 4.119 -3.140 0.257
H 3.657 6.535 -2.563 0.387
H 3.835 5.543 -1.111 0.309
H 2.250 6.013 -1.544 0.345
H 4.004 1.477 -1.945 0.313
H 4.138 1.846 -3.675 0.443
H 3.310 0.320 -3.176 0.365
O 3.299 -1.322 -1.187 -0.632
S 2.160 -1.792 -0.445 0.882
O 0.798 -1.168 -0.450 -0.223
O 1.901 -3.383 -0.870 -0.379
C 0.743 -4.040 -0.392 0.263
C 0.784 -5.608 -0.737 -1.420
C 2.638 -2.062 1.294 -0.976
H -0.051 -3.557 -0.962 0.096
H 0.609 -3.827 0.668 0.234
H -0.153 -6.147 -0.602 0.312
H 1.491 -6.093 -0.064 0.384
H 0.956 -5.683 -1.811 0.375
H 3.017 -1.138 1.733 0.380
H 3.470 -2.765 1.261 0.395
H 1.767 -2.343 1.885 0.246
O -1.878 -1.043 -0.583 -0.549
S -3.074 -1.715 -1.194 1.095
O -3.508 -1.301 -2.527 -0.689
O -2.712 -3.323 -1.233 -0.044
C -3.521 -4.214 -2.047 -0.273
C -2.838 -5.537 -1.978 -1.125
C -4.485 -1.802 -0.095 -0.956
H -3.494 -3.799 -3.054 0.353
H -4.558 -4.396 -1.764 0.321
H -1.760 -5.504 -2.140 0.117
H -3.138 -6.189 -2.799 0.433
H -2.904 -6.035 -1.011 0.328
H -4.624 -2.778 0.371 0.325
H -5.329 -1.424 -0.672 0.350
H -4.240 -1.090 0.693 0.262